# C26H33CoN5O6SSe3Te

A structure of composition C26H33CoN5O6SSe3Te (ωB97M-V/def2-TZVPD, OMol25).

## Properties
**Total charge**: -2
**Electronic energy**: -10989.2323 Eh
**Multiplicity**: 4
**⟨S²⟩**: 3.816
**Maximum force**: 1.562 eV/A

Each line ends with the Löwdin spin population.
Atoms and positions in Å:
Co1 0.413 0.958 -1.114  2.591
O1 2.451 1.416 2.247  0.006
C1 1.946 2.000 1.305  0.004
N1 2.105 1.757 -0.035  0.030
C2 3.269 1.362 -0.570  0.005
O2 4.398 1.338 -0.097  0.004
C3 3.124 1.046 -2.065  0.005
C4 4.215 0.578 -2.776  0.000
C5 4.070 0.339 -4.135  0.000
C6 2.849 0.599 -4.738  0.001
C7 1.805 1.064 -3.954  0.002
N2 1.936 1.264 -2.642  0.031
C8 0.938 3.100 1.558  0.000
C9 0.922 3.777 2.770  0.000
C10 -0.060 4.734 2.967  0.000
C11 -0.981 4.971 1.957  0.000
C12 -0.865 4.257 0.771  0.001
N3 0.082 3.352 0.576  0.005
H1 5.137 0.411 -2.238  0.000
H2 4.905 -0.027 -4.721  0.000
H3 2.693 0.454 -5.798  0.000
H4 0.832 1.286 -4.375  0.000
H5 1.657 3.531 3.525  0.000
H6 -0.117 5.276 3.904  0.000
H7 -1.783 5.687 2.082  0.000
H8 -1.559 4.402 -0.051  0.001
Se1 -1.376 1.852 -2.249  0.134
Se2 -3.653 1.607 -1.749  -0.074
Te1 -4.007 4.935 -5.594  0.170
Se3 -3.116 3.318 -3.800  0.010
C13 -0.904 0.731 5.600  0.000
C14 -0.787 1.026 4.109  0.000
C15 -1.493 0.003 3.176  0.001
C16 -2.977 -0.148 3.503  0.000
C17 -3.698 -1.063 2.516  0.000
C18 -0.764 -1.308 3.341  0.000
O3 -1.035 -2.148 4.181  0.000
N4 0.304 -1.445 2.505  0.001
C19 0.455 -0.795 1.263  0.002
O4 1.362 -1.227 0.545  0.002
N5 -0.411 0.150 0.881  0.027
C20 -1.341 0.623 1.763  0.002
O5 -2.070 1.560 1.508  -0.001
H9 -0.261 1.413 6.160  0.000
H10 -0.602 -0.290 5.834  0.000
H11 -1.927 0.869 5.956  0.000
H12 0.269 1.071 3.825  0.000
H13 -1.226 1.999 3.880  0.000
H14 -3.424 0.846 3.472  0.000
H15 -3.071 -0.555 4.511  0.000
H16 -3.618 -0.673 1.499  0.000
H17 -4.760 -1.135 2.754  0.000
H18 -3.277 -2.071 2.540  0.000
H19 0.932 -2.220 2.652  0.000
C21 3.188 -3.848 -3.378  0.000
C22 1.813 -3.195 -3.272  0.001
C23 1.748 -2.288 -2.059  0.007
S1 0.207 -1.314 -2.017  0.023
O6 -0.242 -1.296 -3.435  0.004
C24 -0.896 -2.495 -1.172  0.002
C25 -2.235 -2.586 -1.889  0.000
C26 -3.061 -3.741 -1.334  0.000
H20 3.243 -4.508 -4.245  0.000
H21 3.418 -4.439 -2.489  0.000
H22 3.966 -3.088 -3.480  0.000
H23 1.037 -3.963 -3.208  0.000
H24 1.599 -2.608 -4.166  0.000
H25 2.564 -1.562 -2.066  0.000
H26 1.805 -2.834 -1.119  0.000
H27 -1.017 -2.156 -0.145  0.000
H28 -0.386 -3.461 -1.159  0.001
H29 -2.059 -2.716 -2.956  0.000
H30 -2.780 -1.645 -1.777  -0.001
H31 -2.527 -4.690 -1.431  0.000
H32 -4.009 -3.829 -1.866  0.000
H33 -3.284 -3.595 -0.274  0.000

# C26H33F2N2O3P

A cluster of 3 separate species, C26H33F2N2O3P in total (ωB97M-V/def2-TZVPD, OMol25).

## Properties
**Electronic energy**: -1886.8006 Eh
**SMILES**: C=CC[C@@](C#N)(CCP(=O)(OCC)OCC)[C@@H](C)C#N.Fc1ccccc1.Fc1ccccc1
**Maximum force**: 5.077 eV/A

Each line ends with the natural charge from an NBO analysis.
Atoms and positions in Å:
C1 6.218 0.620 0.131  -0.368
C2 5.871 0.689 -1.171  -0.219
C3 4.739 -0.244 -1.655  -0.434
C4 3.423 0.505 -2.123  -0.116
C5 3.357 0.327 -3.647  0.297
N1 3.176 0.272 -4.755  -0.318
C6 2.208 -0.363 -1.553  -0.407
C7 0.923 -0.384 -2.463  -0.805
P1 -0.529 -1.037 -1.461  2.351
O1 -1.208 -2.098 -2.229  -1.098
O2 -0.090 -1.478 0.055  -0.808
C8 0.465 -2.809 0.116  -0.078
C9 -0.592 -3.954 0.159  -0.646
O3 -1.609 0.191 -1.283  -0.788
C10 -0.972 1.421 -0.812  -0.088
C11 -2.080 2.248 -0.100  -0.630
C12 3.348 2.000 -1.702  -0.311
C13 2.115 2.791 -2.306  -0.609
C14 3.233 2.170 -0.184  0.298
N2 3.028 2.261 0.918  -0.332
H1 6.531 1.507 0.716  0.211
H2 6.194 -0.356 0.660  0.197
H3 6.445 1.379 -1.815  0.218
H4 4.540 -1.001 -0.866  0.228
H5 5.147 -0.823 -2.522  0.231
H6 2.594 -1.409 -1.544  0.223
H7 1.966 -0.109 -0.501  0.246
H8 0.646 0.593 -2.898  0.250
H9 1.057 -1.122 -3.276  0.274
H10 1.096 -2.839 1.035  0.194
H11 1.177 -3.015 -0.721  0.173
H12 -0.432 -4.617 -0.722  0.219
H13 -0.509 -4.594 1.061  0.211
H14 -1.638 -3.590 0.119  0.251
H15 -0.664 1.964 -1.734  0.171
H16 -0.095 1.196 -0.168  0.183
H17 -2.292 1.785 0.890  0.218
H18 -1.806 3.300 0.069  0.225
H19 -2.969 2.205 -0.769  0.226
H20 4.244 2.591 -1.994  0.263
H21 1.318 2.778 -1.534  0.224
H22 2.394 3.864 -2.414  0.231
H23 1.781 2.402 -3.285  0.234
F1 -2.880 4.696 1.195  -0.326
C15 -2.208 5.520 2.022  0.397
C16 -2.913 6.428 2.790  -0.284
C17 -2.220 7.274 3.646  -0.190
C18 -0.833 7.208 3.716  -0.229
C19 -0.139 6.293 2.934  -0.188
C20 -0.830 5.439 2.085  -0.288
H24 -3.992 6.470 2.716  0.230
H25 -2.761 7.984 4.259  0.218
H26 -0.294 7.871 4.381  0.217
H27 0.942 6.245 2.986  0.221
H28 -0.305 4.714 1.475  0.227
F2 -2.820 -4.693 1.687  -0.325
C21 -3.631 -5.735 1.430  0.399
C22 -3.106 -7.014 1.424  -0.287
C23 -3.945 -8.090 1.163  -0.191
C24 -5.292 -7.872 0.903  -0.230
C25 -5.804 -6.581 0.908  -0.189
C26 -4.970 -5.504 1.179  -0.283
H29 -2.052 -7.163 1.621  0.226
H30 -3.548 -9.097 1.163  0.217
H31 -5.945 -8.712 0.696  0.216
H32 -6.853 -6.411 0.701  0.218
H33 -5.352 -4.491 1.196  0.231

# C26H33N10W

A structure of composition C26H33N10W (ωB97M-V/def2-TZVPD, OMol25).

## Properties
**Total charge**: +3
**Electronic energy**: -1624.3372 Eh
**Maximum force**: 0.505 eV/A

Each line ends with the natural charge from an NBO analysis.
Atoms and positions in Å:
W1 -0.062 0.333 0.063  1.621
C1 0.279 -1.340 -2.510  -0.254
N1 0.026 -1.677 -1.089  -0.427
C2 -1.220 -2.466 -0.925  -0.256
C3 -1.714 -2.325 0.488  0.212
C4 -2.495 -3.302 1.074  -0.216
C5 -2.907 -3.147 2.390  -0.093
C6 -2.467 -2.029 3.087  -0.156
C7 -1.683 -1.102 2.436  0.040
N2 -1.335 -1.206 1.139  -0.504
C8 1.182 -2.522 -0.627  -0.260
C9 1.536 -2.288 0.805  0.207
C10 2.199 -3.258 1.535  -0.218
C11 2.591 -2.972 2.833  -0.085
C12 2.283 -1.722 3.352  -0.206
C13 1.608 -0.816 2.564  0.057
N3 1.241 -1.077 1.295  -0.479
C14 1.497 -0.458 -2.534  0.192
C15 2.383 -0.453 -3.588  -0.219
C16 3.543 0.310 -3.496  -0.077
C17 3.781 1.002 -2.322  -0.213
C18 2.843 0.949 -1.306  0.066
N4 1.696 0.256 -1.400  -0.506
H1 -0.592 -0.830 -2.927  0.220
H2 0.443 -2.241 -3.107  0.250
H3 -1.040 -3.518 -1.155  0.255
H4 -1.974 -2.155 -1.652  0.226
H5 -2.772 -4.181 0.507  0.264
H6 -3.530 -3.891 2.866  0.272
H7 -2.717 -1.883 4.129  0.263
H8 -1.285 -0.259 2.984  0.205
H9 2.056 -2.280 -1.232  0.254
H10 0.962 -3.574 -0.810  0.243
H11 2.413 -4.219 1.087  0.256
H12 3.119 -3.707 3.424  0.266
H13 2.561 -1.449 4.360  0.267
H14 1.354 0.157 2.954  0.220
H15 2.177 -1.051 -4.466  0.262
H16 4.251 0.338 -4.314  0.270
H17 4.680 1.584 -2.178  0.276
H18 3.013 1.481 -0.384  0.232
C19 -2.095 1.540 -2.183  -0.248
C20 -0.734 2.172 -2.360  -0.233
N5 -0.154 2.331 -1.005  -0.601
C21 -0.787 3.474 -0.259  -0.256
C22 -1.111 3.105 1.178  -0.224
N6 -1.558 1.678 1.228  -0.605
C23 -2.998 1.604 0.797  -0.255
C24 -3.231 0.529 -0.250  -0.237
N7 -2.035 0.453 -1.139  -0.633
H19 -2.819 2.286 -1.857  0.226
H20 -2.471 1.135 -3.122  0.251
H21 -0.066 1.544 -2.946  0.218
H22 -0.817 3.135 -2.868  0.253
H23 0.827 2.573 -1.119  0.432
H24 -0.132 4.343 -0.293  0.264
H25 -1.698 3.750 -0.789  0.220
H26 -0.261 3.229 1.837  0.241
H27 -1.908 3.752 1.551  0.242
H28 -1.526 1.429 2.210  0.410
H29 -3.639 1.437 1.662  0.256
H30 -3.279 2.574 0.390  0.227
H31 -3.401 -0.444 0.200  0.221
H32 -4.118 0.771 -0.838  0.245
H33 -2.139 -0.409 -1.658  0.409
N8 4.521 4.505 1.467  -0.276
C25 3.720 3.770 1.842  0.373
N9 2.796 2.914 2.273  -0.551
C26 1.988 2.259 1.624  0.686
N10 1.201 1.550 1.078  -0.782